Record 1
{"formula": "C5H4NO2", "method": "the ωB97M-V functional and the def2-TZVPD basis", "elements": ["O", "O", "N", "C", "C", "C", "C", "C", "H", "H", "H", "H"], "xyz": [[2.8640, -0.1106, -0.0329], [-2.7448, -0.0080, -0.0433], [-1.4374, 0.0507, -0.0911], [0.6757, -1.1767, -0.0717], [-0.6935, -1.0696, -0.0247], [1.5867, -0.0705, -0.0546], [-0.6382, 1.2217, 0.0930], [0.7524, 1.1930, -0.0519], [0.9914, -2.2636, 0.0681], [-1.1830, -2.0527, 0.0549], [-1.3147, 2.0823, 0.1886], [1.1414, 2.2041, -0.0344]], "mulliken_charge": [-0.798, -0.825, 0.404, -0.411, -0.133, 0.395, -0.309, -0.478, 0.185, 0.310, 0.359, 0.302], "total_charge": -1, "total_energy_ha": -398.13328, "relative_energy_ev": 1.865, "smiles": "O=c1ccn([O-])cc1", "orbital_gap_ev": 7.12}



Record 2
{"formula": "C5H4NO4S2", "method": "the ωB97M-V functional and the def2-TZVPD basis", "elements": ["S", "S", "O", "O", "O", "O", "N", "C", "C", "C", "C", "C", "H", "H", "H", "H"], "xyz": [[1.2634, -2.1921, 1.5968], [-1.1052, 0.6550, 0.8336], [-2.1300, -0.3566, -0.0461], [-3.1365, 0.0901, -1.9726], [-0.9712, 0.0458, 2.2082], [-1.3622, 1.3376, -1.2303], [1.6332, 2.1873, -0.2210], [1.4961, 0.8719, -0.2041], [0.5271, 0.0005, 0.0813], [-2.2450, 0.4141, -1.2392], [1.7258, 3.3367, -0.2196], [0.7233, -1.4686, -0.0531], [-0.2932, -1.8546, -0.2836], [0.0711, -1.8801, 2.1353], [2.4044, 0.2923, -0.5126], [1.3990, -1.4792, -0.8727]], "mulliken_charge": [-0.233, 0.504, -0.358, -0.662, -0.686, -0.617, 0.100, -0.460, 0.670, 0.761, -0.200, -0.998, 0.284, 0.168, 0.193, 0.533], "total_charge": -1, "total_energy_ha": -1345.00411, "relative_energy_ev": 0.735, "orbital_gap_ev": 8.18}



Record 3
{"formula": "C5H4O", "method": "the ωB97M-V functional and the def2-TZVPD basis", "elements": ["O", "C", "C", "C", "C", "C", "H", "H", "H", "H"], "xyz": [[1.1921, 0.9912, 0.0704], [-0.6801, -0.3841, -0.4534], [-1.3892, 0.7121, 0.0312], [-0.0501, 1.2729, -0.2799], [0.3550, -1.1277, -0.1369], [1.4973, -0.3918, 0.0159], [0.5425, -2.2670, -0.3123], [2.4770, -0.7908, 0.3608], [-1.6731, 0.7730, 1.1925], [-2.2714, 1.2122, -0.4882]], "mulliken_charge": [-0.220, 0.035, 0.259, -0.273, -0.455, -0.307, 0.256, 0.354, 0.146, 0.205], "total_charge": 0, "total_energy_ha": -267.89823, "relative_energy_ev": 5.826, "smiles": "c1cc2c(o1)C2", "orbital_gap_ev": [7.75, 7.71]}



Record 4
{"formula": "C5H4O", "method": "the ωB97M-V functional and the def2-TZVPD basis", "elements": ["O", "C", "C", "C", "C", "C", "H", "H", "H", "H"], "xyz": [[1.7097, 1.1128, -0.4097], [1.9692, -0.2528, -0.0546], [-0.5972, 0.1353, 0.2240], [0.6633, 0.2714, -0.1937], [-1.8535, -0.6407, 0.3017], [-1.9316, 0.6190, -0.0026], [-2.2062, -1.6294, 0.4041], [-2.5283, 1.4429, -0.4175], [2.3149, -0.8029, -0.8083], [2.4597, -0.2555, 0.9566]], "mulliken_charge": [-0.464, -0.108, -0.038, 0.259, -0.380, -0.427, 0.388, 0.328, 0.253, 0.189], "total_charge": 0, "total_energy_ha": -267.94938, "relative_energy_ev": 4.434, "smiles": "C1=CC1=C1CO1", "orbital_gap_ev": 8.77}



Record 5
{"formula": "C5H4O", "method": "the ωB97M-V functional and the def2-TZVPD basis", "elements": ["O", "C", "C", "C", "C", "C", "H", "H", "H", "H"], "xyz": [[-2.4504, -0.2212, 0.2495], [1.6594, 0.5553, 0.0276], [-1.5720, -0.6804, -0.6205], [-0.5805, 0.1014, -1.1229], [0.4391, -0.1100, -0.2735], [2.6426, 0.9566, 0.5972], [0.2797, -0.8923, 0.4778], [3.5095, 1.3112, 1.0997], [-1.6395, -1.7585, -0.7579], [-2.2878, 0.7379, 0.3229]], "mulliken_charge": [-0.413, -0.388, 0.100, -0.573, 0.033, -0.150, 0.202, 0.365, 0.404, 0.420], "total_charge": 0, "total_energy_ha": -267.95929, "relative_energy_ev": 4.165, "smiles": "C#CC=C=CO", "orbital_gap_ev": 9.20}



Record 6
{"formula": "C5H4O2", "method": "the ωB97M-V functional and the def2-TZVPD basis", "elements": ["O", "O", "C", "C", "C", "C", "C", "H", "H", "H", "H"], "xyz": [[-0.9099, -1.1221, 1.9949], [-2.2354, -0.6121, -0.7649], [-1.0812, -0.6668, -0.4206], [0.0925, -0.4240, -1.2875], [0.5535, 0.5192, 0.8669], [-0.5476, -0.5244, 1.0169], [0.8305, 0.4724, -0.6239], [0.1486, -0.6729, -2.3393], [1.4464, 0.3025, 1.4606], [0.1531, 1.4809, 1.2078], [1.4936, 1.1676, -1.1192]], "mulliken_charge": [-0.504, -0.506, 0.523, -0.409, -0.443, 0.298, -0.312, 0.398, 0.302, 0.286, 0.367], "total_charge": 0, "total_energy_ha": -343.35710, "relative_energy_ev": 0.960, "smiles": "O=C1C=CCC1=O", "orbital_gap_ev": 9.15}



Record 7
{"formula": "C5H4O2", "method": "the ωB97M-V functional and the def2-TZVPD basis", "elements": ["O", "O", "C", "C", "C", "C", "C", "H", "H", "H", "H"], "xyz": [[-0.0105, -0.1244, 1.1302], [0.6918, 2.8378, -0.5406], [-0.5511, -1.4958, -0.5360], [0.6682, 2.0385, 0.3808], [-0.5132, -1.2633, 0.7656], [0.3778, 0.5631, 0.0180], [0.0854, -0.3047, -1.1062], [0.4858, 2.1537, 1.4647], [0.2350, 0.0750, -2.1640], [-0.5072, -2.0102, 1.6143], [-0.9621, -2.4698, -1.0269]], "mulliken_charge": [-0.261, -0.470, -0.329, 0.015, -0.195, 0.247, -0.251, 0.292, 0.351, 0.312, 0.288], "total_charge": 0, "total_energy_ha": -343.32829, "relative_energy_ev": 1.743, "smiles": "O=Cc1ccco1", "orbital_gap_ev": 9.20}



Record 8
{"formula": "C5H4O2", "method": "the ωB97M-V functional and the def2-TZVPD basis", "elements": ["O", "O", "C", "C", "C", "C", "C", "H", "H", "H", "H"], "xyz": [[0.3335, 2.1153, 2.0118], [1.2982, -1.6674, 1.7275], [0.8570, 1.2782, 1.4506], [0.2387, 0.6530, -1.4154], [0.4519, -1.3977, 0.9742], [-0.5793, -1.1398, 0.1806], [-0.7153, -0.0890, -0.8397], [1.2893, 0.5174, -1.1828], [-1.4217, -1.8000, 0.3647], [-0.0064, 1.4347, -2.1324], [-1.7459, 0.0952, -1.1391]], "mulliken_charge": [-0.219, -0.360, 0.166, -0.835, 0.599, -0.533, 0.033, 0.338, 0.292, 0.237, 0.282], "total_charge": 0, "total_energy_ha": -343.33688, "relative_energy_ev": 1.510, "orbital_gap_ev": 9.25}